[1]
7 unconnected molecules or ions with the total composition C61H136N5O4P2 in a non-equilibrium geometry, computed with wB97M-V/def2-TZVPD.

For the relative energy (zero: lowest compared OMol25 entry of this formula, charge and spin), the calculation gives 347.61 kcal per mole. The LUMO energy comes out at -3.884 eV. For the molar mass, the calculation gives 1065.74 g mol⁻¹. Its orbital gap is 0.0783 hartree. Its net charge is +3. The calculation puts the electronic energy at -3662.00098 Eh. The calculation puts the HOMO energy at -6.02 eV.

XYZ file:
```
208
Properties=species:S:1:pos:R:3:mulliken_charge:R:1
P 0.452 -0.806 0.966 0.668
O -0.740 -0.328 1.895 -0.772
O 1.344 -1.670 1.856 -0.787
O 1.302 0.484 0.468 -0.851
O -0.080 -1.665 -0.233 -0.880
C -4.427 1.689 9.317 -1.263
C -4.552 0.519 8.440 -0.818
C -3.444 -0.429 8.534 -0.506
C -2.115 -0.039 7.919 -0.515
N -1.011 -1.104 8.152 0.319
C -0.683 -1.467 9.591 -0.638
C 0.700 -2.045 9.626 -0.705
C 1.404 -1.455 8.329 -0.685
C 0.327 -0.533 7.690 -0.888
C -1.384 -2.388 7.321 -1.146
H -4.247 1.374 10.344 0.314
H -5.390 2.189 9.425 0.384
H -3.632 2.360 8.992 0.338
H -4.610 0.877 7.412 0.353
H -5.495 0.000 8.610 0.400
H -3.885 -1.283 8.021 0.250
H -3.304 -0.869 9.521 0.475
H -1.673 0.905 8.238 0.284
H -2.321 -0.137 6.853 0.376
H -1.414 -2.191 9.952 0.427
H -0.774 -0.547 10.167 0.442
H 0.804 -3.129 9.564 0.302
H 1.224 -1.686 10.511 0.389
H 1.785 -2.116 7.551 0.392
H 2.205 -0.788 8.647 0.348
H 0.460 -0.494 6.609 0.594
H 0.327 0.514 7.992 0.451
H -1.224 -1.997 6.316 0.510
H -2.358 -2.762 7.635 0.307
H -0.590 -3.134 7.369 0.413
C 6.464 -7.139 -2.062 -1.316
C 5.456 -6.350 -1.229 -0.401
C 4.237 -7.208 -0.905 -0.338
C 3.262 -6.506 0.019 -1.203
N 2.039 -7.374 0.345 0.144
C 1.193 -6.791 1.500 -0.811
C 0.343 -7.871 2.172 -0.578
C 1.123 -9.174 1.829 -0.759
C 2.372 -8.764 0.955 -0.671
C 1.285 -7.511 -0.999 -0.984
H 6.049 -7.647 -2.932 0.353
H 6.919 -7.947 -1.490 0.334
H 7.280 -6.452 -2.290 0.387
H 5.089 -5.536 -1.853 0.300
H 5.761 -5.919 -0.275 0.367
H 4.439 -8.255 -0.682 0.415
H 3.820 -7.245 -1.911 0.270
H 2.887 -5.541 -0.322 0.572
H 3.738 -6.266 0.970 0.457
H 0.598 -5.969 1.101 0.572
H 1.883 -6.231 2.132 0.426
H -0.648 -7.892 1.718 0.334
H 0.216 -7.647 3.231 0.337
H 0.431 -9.630 1.121 0.306
H 1.248 -9.929 2.605 0.446
H 2.709 -9.473 0.199 0.462
H 3.240 -8.529 1.571 0.404
H 1.130 -6.492 -1.352 0.377
H 0.285 -7.883 -0.778 0.431
H 1.887 -8.160 -1.636 0.348
C -11.597 1.187 -0.648 -1.358
C -10.740 0.409 0.362 -0.323
C -9.703 -0.609 -0.206 -0.607
C -8.701 -1.263 0.833 -0.882
N -7.446 -1.943 0.287 0.476
C -6.609 -2.502 1.462 -0.922
C -7.201 -3.906 1.838 -0.682
C -7.748 -4.461 0.591 -0.404
C -7.760 -3.283 -0.433 -0.649
C -6.571 -0.965 -0.623 -1.154
H -11.006 1.870 -1.259 0.353
H -12.383 1.817 -0.233 0.381
H -12.135 0.578 -1.374 0.337
H -11.375 -0.280 0.918 0.280
H -10.181 1.056 1.038 0.328
H -9.199 0.005 -0.953 0.347
H -10.100 -1.403 -0.838 0.384
H -9.254 -1.976 1.444 0.336
H -8.360 -0.447 1.471 0.427
H -5.599 -2.669 1.088 0.437
H -6.474 -1.806 2.290 0.488
H -6.542 -4.635 2.308 0.429
H -8.032 -3.835 2.539 0.321
H -7.155 -5.311 0.254 0.345
H -8.797 -4.661 0.804 0.239
H -6.973 -3.482 -1.160 0.421
H -8.686 -3.212 -1.004 0.322
H -7.112 -0.889 -1.566 0.400
H -5.573 -1.374 -0.784 0.470
H -6.397 -0.060 -0.042 0.395
C -6.365 6.607 1.677 -1.358
C -5.245 5.678 2.142 -0.563
C -3.931 6.465 2.204 -0.194
C -2.799 5.619 2.666 -1.130
N -1.377 6.302 2.563 0.613
C -1.405 7.712 3.264 -0.538
C -0.349 7.651 4.385 -0.558
C -0.282 6.226 4.704 -0.656
C -0.346 5.538 3.355 -0.856
C -0.944 6.419 1.142 -1.113
H -6.226 6.864 0.627 0.343
H -6.326 7.624 2.066 0.355
H -7.407 6.302 1.771 0.380
H -5.229 4.765 1.547 0.420
H -5.552 5.295 3.115 0.373
H -3.991 7.316 2.883 0.306
H -3.732 6.882 1.217 0.234
H -2.741 4.716 2.058 0.447
H -2.981 5.338 3.704 0.312
H -1.391 8.572 2.595 0.341
H -2.282 7.751 3.911 0.181
H 0.604 7.981 3.971 0.320
H -0.647 8.217 5.267 0.389
H 0.565 5.985 5.345 0.460
H -1.104 5.909 5.346 0.297
H 0.665 5.455 2.958 0.391
H -0.677 4.504 3.258 0.462
H -0.917 5.376 0.826 0.447
H 0.090 6.764 1.116 0.412
H -1.651 7.083 0.646 0.354
C 7.926 4.615 -2.764 -1.366
C 7.618 4.626 -1.266 -0.416
C 7.762 3.290 -0.571 -0.422
C 6.920 3.153 0.685 -1.008
N 7.221 1.876 1.463 0.200
C 6.269 1.834 2.686 -0.802
C 6.976 2.779 3.780 -0.639
C 8.403 2.699 3.425 -0.513
C 8.584 1.805 2.197 -0.463
C 7.032 0.612 0.583 -1.268
H 7.139 4.189 -3.386 0.332
H 8.844 4.076 -3.000 0.344
H 7.989 5.659 -3.073 0.398
H 6.580 4.950 -1.196 0.287
H 8.287 5.393 -0.876 0.355
H 8.811 3.033 -0.423 0.281
H 7.392 2.522 -1.250 0.381
H 5.865 3.159 0.411 0.489
H 6.959 3.965 1.410 0.383
H 6.229 0.894 3.237 0.345
H 5.242 2.088 2.422 0.535
H 6.756 2.621 4.835 0.414
H 6.564 3.772 3.595 0.298
H 8.940 2.168 4.211 0.366
H 8.872 3.678 3.319 0.288
H 8.744 0.734 2.322 0.413
H 9.262 2.152 1.417 0.339
H 7.002 -0.131 1.379 0.553
H 7.749 0.348 -0.194 0.312
H 5.970 0.654 0.339 0.543
C -2.748 4.116 -6.607 -1.484
C -1.369 3.436 -6.449 -0.070
C -1.424 2.129 -5.634 -0.863
C -0.156 1.627 -5.050 -0.897
P 0.798 0.438 -6.050 0.663
C -0.054 -1.161 -6.297 -1.398
C 0.731 -2.412 -6.805 -0.665
C -0.349 -3.442 -7.167 -0.288
C 0.311 -4.642 -7.737 -1.431
C 2.499 0.431 -5.564 -1.418
C 3.432 -0.497 -6.450 -0.266
C 4.964 -0.266 -6.447 -0.639
C 5.656 -1.075 -7.564 -1.213
C 0.978 1.045 -7.732 -1.228
C 1.833 2.270 -7.868 -0.483
C 2.056 2.713 -9.334 -0.898
C 3.053 1.812 -10.119 -1.082
H -3.117 4.362 -5.612 0.370
H -3.378 3.386 -7.115 0.334
H -2.688 5.011 -7.227 0.400
H -0.713 4.153 -5.957 0.338
H -0.990 3.246 -7.453 0.100
H -1.889 1.300 -6.169 0.302
H -2.140 2.315 -4.833 0.566
H -0.245 1.138 -4.080 0.653
H 0.496 2.495 -4.959 0.564
H -0.866 -0.898 -6.975 0.564
H -0.581 -1.384 -5.369 0.783
H 1.447 -2.698 -6.034 0.393
H 1.391 -2.127 -7.625 0.375
H -1.027 -3.122 -7.957 0.342
H -0.826 -3.492 -6.188 0.326
H -0.439 -5.327 -8.134 0.402
H 0.948 -5.152 -7.014 0.337
H 0.941 -4.379 -8.586 0.341
H 2.408 0.064 -4.542 0.840
H 2.826 1.458 -5.403 0.525
H 3.365 -0.242 -7.508 0.008
H 3.296 -1.573 -6.347 0.338
H 5.334 -0.583 -5.472 0.412
H 5.209 0.784 -6.607 0.321
H 6.735 -1.112 -7.413 0.405
H 5.371 -0.635 -8.520 0.304
H 5.439 -2.137 -7.450 0.276
H -0.053 1.169 -8.063 0.949
H 1.469 0.234 -8.270 0.486
H 2.831 2.152 -7.445 0.191
H 1.447 3.134 -7.327 0.391
H 2.350 3.761 -9.275 0.461
H 1.143 2.643 -9.924 0.323
H 3.502 2.492 -10.843 0.416
H 2.633 0.978 -10.682 0.338
H 3.912 1.465 -9.545 0.164
```

[2]
9 unconnected molecules or ions with the total composition C61H142B4F16N2O2P3 in a non-equilibrium geometry, computed with wB97M-V/def2-TZVPD.

The LUMO energy comes out at -1.453 eV. For the molar mass, the calculation gives 1375.96 g mol⁻¹. Its orbital gap is 0.3740 hartree. Its net charge is +1. The calculation puts the electronic energy at -5391.39731 Eh. The calculation puts the HOMO energy at -11.63 eV.

XYZ file:
```
230
Properties=species:S:1:pos:R:3:mulliken_charge:R:1
C 17.787 28.353 20.943 -1.302
C 16.421 28.696 21.546 -0.714
C 15.309 28.043 20.745 -0.137
C 14.102 27.629 21.633 -1.713
P 13.460 25.977 21.339 1.422
C 12.486 25.638 22.889 -1.543
C 11.890 24.272 22.994 0.775
C 11.042 24.082 24.282 -0.648
C 11.717 24.527 25.568 -1.230
C 12.459 25.929 19.847 0.389
C 12.946 26.980 18.839 -0.504
C 12.347 26.810 17.495 -0.935
C 12.798 25.614 16.694 -0.663
C 14.945 24.797 21.258 -1.081
C 15.066 24.185 19.853 1.673
C 16.448 23.491 19.606 -1.055
C 16.397 22.261 18.647 -0.783
H 18.564 28.789 21.513 0.459
H 17.751 28.758 19.916 0.299
H 18.024 27.280 20.878 0.282
H 16.405 29.743 21.766 0.502
H 16.394 28.304 22.583 0.251
H 15.810 27.135 20.314 -0.032
H 14.943 28.724 19.970 0.541
H 13.244 28.332 21.626 0.522
H 14.391 27.510 22.664 0.511
H 11.733 26.424 22.974 0.548
H 13.213 25.819 23.684 0.700
H 12.665 23.488 22.915 -0.485
H 11.219 24.131 22.134 0.120
H 10.847 23.013 24.365 0.271
H 10.083 24.575 24.156 0.415
H 11.234 24.219 26.539 0.370
H 11.792 25.595 25.541 0.329
H 12.760 24.191 25.654 0.261
H 11.481 26.229 20.331 0.823
H 12.391 24.911 19.473 -0.933
H 14.031 26.929 18.821 0.220
H 12.735 27.972 19.248 0.400
H 12.515 27.714 16.913 0.391
H 11.252 26.787 17.701 0.363
H 12.444 25.701 15.616 0.395
H 12.484 24.676 17.099 -0.095
H 13.899 25.613 16.620 0.281
H 14.797 24.038 22.052 0.295
H 15.781 25.441 21.539 0.943
H 15.038 24.883 18.976 -0.066
H 14.282 23.444 19.712 -1.260
H 16.860 23.181 20.537 0.494
H 17.226 24.192 19.263 0.397
H 17.329 21.719 18.595 0.542
H 16.135 22.520 17.616 0.331
H 15.602 21.661 19.086 -0.216
C 14.796 11.651 18.401 -1.030
C 14.576 12.159 16.974 -0.185
C 13.434 13.140 16.852 -0.079
C 13.813 14.631 17.162 -0.664
P 12.505 15.843 16.649 0.660
C 12.227 15.525 14.866 -1.272
C 11.060 14.665 14.426 -0.573
C 10.933 14.554 12.857 -0.607
C 12.185 14.079 12.127 -1.144
C 10.973 15.652 17.518 -1.448
C 11.097 15.649 19.042 0.573
C 9.722 15.946 19.776 -0.296
C 8.576 14.983 19.375 -1.462
C 13.109 17.500 16.827 0.723
C 12.052 18.593 16.692 -0.141
C 12.597 19.896 16.145 -1.396
C 13.790 20.393 16.964 0.170
H 15.419 10.783 18.284 0.453
H 13.853 11.524 18.907 0.335
H 15.440 12.304 18.984 0.056
H 14.531 11.276 16.355 0.393
H 15.562 12.625 16.750 -0.145
H 12.615 12.883 17.576 0.253
H 13.050 13.132 15.811 -0.069
H 14.763 14.970 16.713 0.737
H 13.944 14.725 18.252 -0.004
H 13.162 15.153 14.487 0.562
H 12.024 16.518 14.427 0.675
H 10.128 15.037 14.824 0.401
H 11.073 13.594 14.764 0.286
H 10.597 15.515 12.484 0.340
H 10.138 13.791 12.659 0.368
H 11.965 13.716 11.139 0.387
H 12.705 13.309 12.692 0.283
H 12.955 14.877 12.051 0.254
H 10.497 14.701 17.165 0.784
H 10.270 16.405 17.187 0.718
H 11.837 16.420 19.316 -0.814
H 11.525 14.691 19.389 0.409
H 9.460 16.996 19.645 0.428
H 9.966 15.848 20.848 0.154
H 7.814 15.154 20.156 0.463
H 8.894 13.920 19.373 0.296
H 8.172 15.248 18.423 0.332
H 13.873 17.634 16.021 0.888
H 13.611 17.423 17.815 -1.082
H 11.629 18.773 17.689 0.019
H 11.241 18.246 16.018 0.516
H 11.839 20.690 16.196 0.421
H 12.839 19.776 15.072 0.329
H 14.411 21.137 16.438 0.465
H 14.382 19.526 17.352 0.109
H 13.353 20.856 17.829 -0.573
C 17.983 17.973 22.966 -0.375
C 18.192 18.537 21.546 -0.419
C 18.530 17.413 20.476 -0.479
C 19.767 16.633 20.864 -1.082
P 20.239 15.105 20.103 0.803
C 19.777 15.163 18.327 -1.248
C 18.940 13.974 17.731 0.210
C 18.937 13.778 16.218 -0.159
C 20.250 13.401 15.634 -1.439
C 22.045 15.084 20.349 -1.692
C 22.810 13.700 20.173 -0.748
C 22.487 13.109 18.795 0.705
C 22.947 11.646 18.764 -1.354
C 19.615 13.662 20.965 -0.338
C 19.758 13.638 22.475 0.068
C 19.532 12.292 23.160 -0.959
C 20.703 11.302 22.924 -1.301
H 18.449 17.007 23.183 0.228
H 16.899 17.870 23.079 -0.576
H 18.306 18.572 23.792 0.575
H 19.063 19.222 21.528 0.457
H 17.369 19.128 21.105 0.121
H 18.670 17.814 19.494 0.605
H 17.651 16.785 20.459 0.299
H 19.623 16.313 21.871 0.155
H 20.677 17.292 20.901 0.593
H 20.696 15.242 17.771 0.649
H 19.251 16.131 18.232 0.627
H 17.992 14.216 18.238 -0.325
H 19.256 13.071 18.242 0.357
H 18.716 14.700 15.619 0.271
H 18.193 13.025 15.966 0.170
H 20.557 12.401 15.881 0.354
H 21.052 13.913 16.134 0.299
H 20.329 13.495 14.559 0.392
H 22.193 15.420 21.363 0.663
H 22.443 15.859 19.741 0.662
H 22.464 13.030 20.957 -0.052
H 23.851 13.830 20.363 0.650
H 22.866 13.658 17.937 0.480
H 21.395 13.243 18.668 -0.647
H 22.941 11.201 17.755 0.397
H 22.333 10.995 19.427 0.255
H 24.016 11.584 19.054 0.344
H 20.061 12.812 20.432 0.665
H 18.544 13.659 20.754 0.488
H 19.012 14.332 22.847 -0.571
H 20.808 13.957 22.681 0.649
H 18.598 11.852 22.784 0.221
H 19.438 12.490 24.218 0.485
H 20.578 10.850 21.961 0.298
H 20.750 10.554 23.746 0.413
H 21.656 11.811 22.962 0.268
C 13.379 20.629 21.807 0.288
N 12.641 19.324 22.032 1.095
C 13.163 18.615 23.230 -0.742
C 11.205 19.671 22.139 -0.558
C 12.828 18.420 20.861 -0.816
C 14.254 18.157 20.433 0.727
O 14.372 16.939 19.679 0.002
H 14.432 20.434 21.604 -0.356
H 13.370 21.228 22.707 0.439
H 12.894 21.148 20.983 -0.326
H 12.759 19.086 24.124 0.666
H 14.249 18.620 23.161 -0.706
H 12.777 17.616 23.283 0.633
H 10.662 18.724 22.243 0.246
H 10.915 20.312 21.293 -0.040
H 11.031 20.266 23.038 0.194
H 12.184 18.807 20.050 0.209
H 12.281 17.512 21.161 0.381
H 14.896 18.080 21.354 0.120
H 14.549 18.963 19.793 -0.532
H 15.040 16.353 20.043 -0.370
C 16.446 13.392 25.414 -1.030
C 16.009 14.881 25.347 0.306
N 14.831 15.256 26.290 0.695
C 15.142 15.177 27.782 -1.217
C 14.423 16.721 25.854 1.167
C 15.119 17.820 26.675 -1.632
C 13.595 14.331 25.967 -0.577
C 12.323 14.533 26.844 -1.049
O 12.291 13.708 27.957 -0.439
C 11.064 13.989 28.605 -0.712
H 16.780 13.161 26.451 0.464
H 17.277 13.192 24.769 -0.215
H 15.654 12.664 25.206 0.305
H 15.582 15.007 24.349 -0.240
H 16.797 15.596 25.547 0.395
H 15.317 14.135 28.049 0.361
H 14.305 15.550 28.346 0.376
H 16.015 15.791 27.980 0.416
H 13.309 16.798 25.956 0.046
H 14.556 16.772 24.760 -0.711
H 14.838 17.925 27.706 0.350
H 15.004 18.813 26.240 0.362
H 16.186 17.765 26.596 0.450
H 14.090 13.378 26.210 0.681
H 13.448 14.475 24.883 0.241
H 11.441 14.513 26.195 0.641
H 12.298 15.553 27.224 0.439
H 10.186 13.659 28.052 0.313
H 11.009 15.067 28.861 0.316
H 11.078 13.417 29.559 0.282
B 10.234 16.863 24.369 -0.193
F 11.501 16.269 24.868 0.116
F 9.111 16.186 24.908 -0.357
F 10.234 18.244 24.672 -0.376
F 10.278 16.776 22.882 -0.260
B 16.001 21.018 23.702 -0.091
F 16.094 22.248 22.929 -0.200
F 14.872 21.034 24.545 -0.463
F 15.914 19.899 22.738 -0.032
F 17.242 20.795 24.429 -0.337
B 15.896 14.617 21.489 -0.152
F 16.220 14.763 20.090 -0.742
F 16.998 13.938 22.135 0.448
F 15.807 15.988 21.985 -0.231
F 14.680 13.973 21.667 -0.362
B 11.404 22.296 18.789 -0.364
F 11.807 20.964 19.203 0.369
F 10.056 22.304 18.261 -0.293
F 11.471 23.112 19.980 -0.048
F 12.233 22.826 17.774 -0.250
```